1.
Density functional theory data (ωB97M-V/def2-TZVPD) for an isolated molecule of C5H8O in a non-equilibrium geometry.

Computed properties:
gap between HOMO and LUMO: 10.797 eV
LUMO: 1.075 eV
relative energy (zero: lowest compared OMol25 entry of this formula, charge and spin): 4.187 eV
energy: -270.404017 hartree
max |F|: 6.902 eV Å⁻¹

```
! RIJCOSX wB97M-V def2-TZVPD def2/J DEFGRID3
* xyz 0 1
C 0.75 -0.94 -0.56
C 0.89 0.67 -0.67
C -0.45 0.96 -0.19
C -0.69 0.23 1.12
C -0.62 -0.83 0.19
H 1.72 -1.36 -0.08
H 0.51 -1.48 -1.47
H 1.80 0.87 0.18
H 1.21 1.02 -1.70
H -0.95 1.87 -0.25
H -1.69 0.19 1.47
H -0.06 0.53 2.10
H -1.11 -1.86 0.59
O -1.31 0.12 -0.74
*
```


2.
Density functional theory data (ωB97M-V/def2-TZVPD) for a structure of composition C5H8O.

Computed properties:
gap between HOMO and LUMO: 9.625 eV
LUMO: 0.746 eV
relative energy (zero: lowest compared OMol25 entry of this formula, charge and spin): 3.953 eV
energy: -270.412637 hartree
max |F|: 0.197 eV Å⁻¹

```
! RIJCOSX wB97M-V def2-TZVPD def2/J DEFGRID3
* xyz 0 1
C -1.05 0.84 1.80
O -2.18 -0.01 0.65
C -0.98 -0.23 0.94
C -0.02 -1.12 0.24
C 1.06 -0.28 -0.48
C 0.46 0.91 -1.24
H -1.44 0.64 2.80
H -0.02 1.60 -0.55
H -0.60 -1.71 -0.48
H 0.44 -1.81 0.95
H 1.61 -0.93 -1.16
H 1.77 0.08 0.27
H -0.29 0.57 -1.96
H 1.24 1.46 -1.78
*
```


3.
Density functional theory data (ωB97M-V/def2-TZVPD) for a structure of composition C5H8O in a non-equilibrium geometry.

Computed properties:
gap between HOMO and LUMO: 9.542 eV
LUMO: 0.883 eV
relative energy (zero: lowest compared OMol25 entry of this formula, charge and spin): 3.191 eV
energy: -270.440615 hartree
max |F|: 2.582 eV Å⁻¹

```
! RIJCOSX wB97M-V def2-TZVPD def2/J DEFGRID3
* xyz 0 1
C -1.56 0.33 -0.91
C -0.10 0.02 -0.62
C 0.66 0.84 0.80
C 1.42 -0.44 1.07
C 0.26 -1.36 -0.18
O -0.28 -2.31 -0.72
H -1.99 -0.02 -1.87
H -2.21 -0.04 -0.10
H -1.57 1.41 -0.92
H 0.49 0.08 -1.56
H 1.29 1.76 0.70
H -0.09 1.09 1.58
H 2.46 -0.37 0.75
H 1.23 -0.99 1.97
*
```


4.
Density functional theory data (ωB97M-V/def2-TZVPD) for an isolated molecule of C5H8O.

Computed properties:
gap between HOMO and LUMO: 9.024 eV
LUMO: 0.063 eV
relative energy (zero: lowest compared OMol25 entry of this formula, charge and spin): 3.742 eV
energy: -270.420364 hartree
max |F|: 0.522 eV Å⁻¹

```
! RIJCOSX wB97M-V def2-TZVPD def2/J DEFGRID3
* xyz 0 1
C 0.57 0.31 -1.09
C -0.15 1.55 -0.69
C -0.75 -1.40 0.11
C 0.56 -0.62 0.13
O 0.61 0.29 1.22
C -0.09 1.45 0.78
H 0.25 -0.12 -2.05
H 1.57 0.75 -1.27
H -1.58 -0.72 -0.06
H -0.76 -2.13 -0.71
H -0.90 -1.92 1.07
H 1.44 -1.27 0.22
H 0.37 2.36 1.21
H -1.14 1.47 1.12
*
```


5.
Density functional theory data (ωB97M-V/def2-TZVPD) for an isolated molecule of C5H8O.

Computed properties:
gap between HOMO and LUMO: 9.313 eV
LUMO: 0.919 eV
relative energy (zero: lowest compared OMol25 entry of this formula, charge and spin): 3.434 eV
energy: -270.431712 hartree
max |F|: 0.464 eV Å⁻¹

```
! RIJCOSX wB97M-V def2-TZVPD def2/J DEFGRID3
* xyz 0 1
O -2.18 0.84 -0.90
C -2.24 -0.20 -0.08
C -0.92 -0.41 0.60
C 0.32 0.40 0.24
C 1.67 -0.15 0.61
C 1.25 -0.10 -0.84
H -3.06 0.92 -1.30
H -1.17 -0.29 1.66
H -0.73 -1.48 0.48
H 0.20 1.48 0.30
H 2.44 0.53 0.94
H 1.70 -1.13 1.08
H 1.73 0.63 -1.48
H 1.01 -1.04 -1.32
*
```


6.
Density functional theory data (ωB97M-V/def2-TZVPD) for an isolated molecule of C5H8O.

Computed properties:
gap between HOMO and LUMO: 10.686 eV
LUMO: 1.061 eV
relative energy (zero: lowest compared OMol25 entry of this formula, charge and spin): 0.894 eV
energy: -270.525033 hartree
max |F|: 0.416 eV Å⁻¹

```
! RIJCOSX wB97M-V def2-TZVPD def2/J DEFGRID3
* xyz 0 1
C -2.01 0.00 0.55
C -0.73 0.72 0.17
O -0.47 1.84 0.55
C 0.24 -0.15 -0.57
C 1.64 0.31 -0.84
C 1.38 -0.64 0.29
H -2.52 -0.41 -0.33
H -1.73 -0.85 1.18
H -2.69 0.66 1.11
H -0.21 -0.87 -1.25
H 1.89 1.34 -0.60
H 2.12 -0.11 -1.72
H 1.68 -1.68 0.21
H 1.43 -0.23 1.30
*
```


7.
Density functional theory data (ωB97M-V/def2-TZVPD) for an isolated molecule of C5H8O in a non-equilibrium geometry.

Computed properties:
gap between HOMO and LUMO: 9.515 eV
LUMO: 0.830 eV
relative energy (zero: lowest compared OMol25 entry of this formula, charge and spin): 2.424 eV
energy: -270.468798 hartree
max |F|: 2.079 eV Å⁻¹

```
! RIJCOSX wB97M-V def2-TZVPD def2/J DEFGRID3
* xyz 0 1
O -2.67 -0.39 -0.42
C -1.33 -0.11 -0.17
C 1.14 1.67 0.00
C 1.66 0.43 0.09
C 1.01 -0.89 0.02
C -0.29 -1.17 -0.16
H -2.92 -1.21 0.02
H -1.10 0.74 -0.83
H 1.78 2.54 0.17
H 0.11 1.90 -0.21
H 2.73 0.38 0.30
H 1.66 -1.74 0.22
H -0.68 -2.16 0.04
H -1.10 0.01 0.93
*
```


8.
Density functional theory data (ωB97M-V/def2-TZVPD) for an isolated molecule of C5H8O in a non-equilibrium geometry.

Computed properties:
gap between HOMO and LUMO: 9.433 eV
LUMO: 0.553 eV
relative energy (zero: lowest compared OMol25 entry of this formula, charge and spin): 3.736 eV
energy: -270.420595 hartree
max |F|: 1.092 eV Å⁻¹

```
! RIJCOSX wB97M-V def2-TZVPD def2/J DEFGRID3
* xyz 0 1
C 0.04 0.39 -2.27
C -0.45 0.65 -0.91
C -1.08 0.00 0.03
C -0.87 0.08 1.32
C 0.44 -0.49 1.83
O 0.96 -1.50 0.99
H 1.08 0.07 -2.10
H -0.50 -0.38 -2.82
H 0.07 1.34 -2.81
H 0.03 1.52 -0.45
H -1.41 0.80 1.92
H 1.22 0.30 1.86
H 0.26 -0.84 2.85
H 0.20 -1.93 0.57
*
```


9.
Density functional theory data (ωB97M-V/def2-TZVPD) for an isolated molecule of C5H8O in a non-equilibrium geometry.

Computed properties:
gap between HOMO and LUMO: 8.748 eV
LUMO: -0.080 eV
relative energy (zero: lowest compared OMol25 entry of this formula, charge and spin): 4.774 eV
energy: -270.382440 hartree
max |F|: 1.962 eV Å⁻¹

```
! RIJCOSX wB97M-V def2-TZVPD def2/J DEFGRID3
* xyz 0 1
C -1.92 -0.19 0.32
C -0.48 0.17 0.08
C 0.24 1.07 -0.80
C 0.69 -0.39 -0.61
C 1.67 -0.48 0.54
O 1.16 0.54 1.35
H -2.00 -1.03 1.02
H -2.50 0.66 0.69
H -2.41 -0.52 -0.62
H 0.88 1.68 -0.18
H -0.20 1.51 -1.70
H 0.61 -1.16 -1.38
H 2.74 -0.39 0.27
H 1.53 -1.46 1.01
*
```


10.
Density functional theory data (ωB97M-V/def2-TZVPD) for an isolated molecule of C5H8O.

Computed properties:
gap between HOMO and LUMO: 10.274 eV
LUMO: 1.112 eV
relative energy (zero: lowest compared OMol25 entry of this formula, charge and spin): 1.090 eV
energy: -270.517851 hartree
max |F|: 0.518 eV Å⁻¹

```
! RIJCOSX wB97M-V def2-TZVPD def2/J DEFGRID3
* xyz 0 1
C 0.02 1.58 0.95
C -0.13 0.80 -0.37
O 1.09 0.15 -0.71
C 0.98 -1.26 -0.53
C -0.47 -1.51 -0.32
C -1.13 -0.36 -0.27
H 0.73 2.42 0.88
H -0.94 2.00 1.27
H 0.39 0.91 1.72
H -0.37 1.51 -1.17
H 1.33 -1.80 -1.42
H 1.55 -1.61 0.34
H -0.83 -2.52 -0.20
H -2.21 -0.31 -0.16
*
```


11.
Density functional theory data (ωB97M-V/def2-TZVPD) for a structure of composition C5H8O.

Computed properties:
gap between HOMO and LUMO: 9.605 eV
LUMO: 0.812 eV
relative energy (zero: lowest compared OMol25 entry of this formula, charge and spin): 3.061 eV
energy: -270.445387 hartree
max |F|: 0.942 eV Å⁻¹

```
! RIJCOSX wB97M-V def2-TZVPD def2/J DEFGRID3
* xyz 0 1
C -1.00 -1.35 -0.54
C -0.06 -0.32 0.11
C 0.46 1.37 0.01
C -0.53 0.81 0.95
C 1.37 -0.47 -0.09
O 1.90 -0.83 -1.13
H -1.86 -1.56 0.13
H -1.39 -1.09 -1.52
H -0.45 -2.30 -0.65
H 1.41 1.73 0.44
H 0.22 1.89 -0.91
H -1.54 1.10 0.67
H -0.35 0.84 2.02
H 1.90 -0.29 0.85
*
```


12.
Density functional theory data (ωB97M-V/def2-TZVPD) for an isolated molecule of C5H8O in a non-equilibrium geometry.

Computed properties:
gap between HOMO and LUMO: 9.410 eV
LUMO: 0.932 eV
relative energy (zero: lowest compared OMol25 entry of this formula, charge and spin): 1.465 eV
energy: -270.504045 hartree
max |F|: 1.816 eV Å⁻¹

```
! RIJCOSX wB97M-V def2-TZVPD def2/J DEFGRID3
* xyz 0 1
C -2.14 0.39 -1.37
C -0.84 0.58 -1.20
C 0.03 -0.37 -0.48
C 0.88 0.01 0.49
O 1.21 1.34 0.64
C 1.43 -0.88 1.54
H -2.56 -0.52 -0.94
H -2.74 1.08 -1.94
H -0.32 1.36 -1.72
H -0.26 -1.40 -0.60
H 0.46 1.83 0.28
H 2.52 -0.78 1.58
H 1.00 -0.71 2.52
H 1.33 -1.92 1.21
*
```